This record from OMol25 describes a 2-piece molecular cluster, C5H14N3 overall in a non-equilibrium geometry. The level of theory is ωB97M-V/def2-TZVPD.

The value obtained for the energy relative to the best compared isomer or geometry (same formula, charge and spin) is 65.6 kcal per mole. The highest occupied orbital energy is -12.738 eV. Its total charge is +1. The calculation puts the total energy at -9874.3216 eV. The calculation puts the strongest force on any atom at 1.899 eV/A.

Last column: Mulliken charge in e.
Positions of all 22 atoms, in Å:
N -2.15375 -1.94639 -1.21763  -0.682
C -1.03090 -1.20401 -0.52534  -0.142
C -0.49323 -1.91215 1.82923  -0.934
C -1.23217 -1.21054 0.95442  -0.106
H -1.97785 -1.81335 -2.23227  0.270
H -3.02080 -1.43971 -1.05855  0.267
H -0.96245 -0.17506 -0.90606  0.195
H -0.08057 -1.73335 -0.77826  0.249
H -0.67703 -1.90103 2.90283  0.332
H 0.15219 -2.68197 1.41343  0.311
H -2.06702 -0.64149 1.33376  0.299
C 1.39547 0.98364 -0.14587  -0.398
C 1.16382 2.21900 -0.57346  -0.179
N 0.94415 2.66905 -1.87683  -0.486
N 1.57138 0.62338 1.23372  -0.144
H 1.41331 0.10103 -0.77979  0.436
H 1.19513 3.05970 0.15845  0.246
H 0.32320 3.44615 -1.90978  0.263
H 0.70771 1.95627 -2.57039  0.260
H 2.45426 0.17846 1.39024  0.380
H 0.83697 -0.03223 1.54865  0.204
H 1.53819 1.45460 1.80950  0.359

Cartesian forces, eV/Å:
1.1036 0.9153 -0.5112
-0.4543 -1.0843 -0.8595
-0.5604 -0.1010 -0.6977
0.3951 -0.1384 0.6724
-0.2416 -0.3765 0.7949
-0.0362 -0.0784 0.1457
0.0658 -0.0528 0.2242
-0.6439 0.3098 0.1428
-0.0274 -0.0316 -0.2825
0.4418 0.2303 0.2730
-0.1165 0.4053 0.0621
-0.1563 -0.8281 -1.7020
-0.1183 1.5080 -0.0132
0.2912 -1.6025 0.9362
-0.3430 0.5720 0.5007
-0.0224 0.3425 -0.0378
-0.1558 -0.6885 -0.4953
-0.2235 0.6362 -0.1765
0.2112 0.3616 0.3541
0.8890 -0.4103 0.2101
-0.2709 -0.1466 -0.0043
-0.0271 0.2581 0.4636

***

This record from OMol25 describes C19H19IN2O3Sr as an isolated structure in a non-equilibrium geometry. The level of theory is ωB97M-V/def2-TZVPD.

The highest occupied orbital energy (spin up / spin down) is -7.485 / -7.485 eV. The calculation puts the total energy at -38067.3327 eV. The calculation puts the strongest force on any atom at 4.026 eV/A.

Last column: Mulliken charge in e.
Positions of all 45 atoms, in Å:
C -1.48295 -1.48987 -4.07240  -1.409
C -0.92650 2.67630 -1.44160  -1.578
H -1.09520 -1.66659 -5.07489  0.450
H -1.81001 -0.46916 -4.30775  0.360
H -2.46089 -1.95717 -4.14150  0.374
H -0.08774 3.38440 -1.28999  0.344
H -1.38009 2.83518 -2.45069  0.596
H -1.75036 2.75449 -0.67438  0.468
C 1.45047 -2.50256 0.31479  -0.310
C 2.52264 -3.16077 0.95408  -0.753
C 3.34482 -2.36506 1.75595  -0.382
C 3.05958 -1.00753 1.88162  -0.706
H 0.84192 -3.08485 -0.38827  0.523
H 2.67089 -4.23809 0.80725  0.366
H 4.18582 -2.80158 2.28977  0.393
H 3.69568 -0.36594 2.47284  0.300
N 1.15560 -1.20077 0.47436  0.094
C 1.89982 -0.43644 1.28193  0.518
C 1.49649 0.98710 1.62189  0.614
N 0.53780 1.63665 0.92725  0.069
C 0.12094 2.83186 1.32942  0.031
C 1.74174 2.95889 3.08991  -0.469
C 0.76796 3.58918 2.32173  -0.903
H -0.74383 3.27857 0.83389  0.372
H 0.47583 4.61881 2.47305  0.402
C 2.09551 1.63868 2.74704  -0.630
H 2.79619 1.07509 3.36916  0.199
H 2.18194 3.45722 3.96097  0.399
Sr -1.07521 0.40763 -2.29709  1.400
I 1.16641 -1.56503 -2.97806  -0.330
O -5.42524 -1.91417 -0.98186  -0.671
C -5.38907 -1.72496 0.33770  0.336
C -6.53542 -1.99928 1.13059  -0.641
C -6.44480 -1.94191 2.51212  -0.319
C -5.24801 -1.57180 3.12684  -0.603
C -4.12990 -1.23127 2.34882  -0.293
C -4.17760 -1.27123 0.95035  0.084
C -3.02076 -0.78538 0.08468  0.941
O -2.15074 -0.08141 0.60066  -0.586
O -3.07055 -1.09944 -1.17337  -0.890
H -4.48930 -1.67491 -1.29865  0.360
H -7.44979 -2.28034 0.61128  0.386
H -7.30972 -2.19684 3.10645  0.371
H -5.17141 -1.53423 4.20899  0.364
H -3.18590 -0.91374 2.81563  0.358

Cartesian forces, eV/Å:
-0.8135 0.5334 -2.4279
-1.3232 3.7908 0.2910
0.8156 -0.5875 0.2193
0.0634 0.8710 0.2237
-0.0760 -0.9012 1.1710
-0.3483 -0.9609 0.0217
0.4516 -0.2591 0.3366
1.1233 -0.7143 -0.6798
0.6334 -0.1026 0.2497
-0.6060 0.7818 -0.0929
-0.3081 0.0007 -0.2438
-0.7398 0.4054 -0.0926
0.0287 0.4891 0.3693
0.0035 0.5917 0.1226
-0.0543 0.1607 -0.1570
0.1756 -0.2037 0.0141
-0.2376 0.0181 0.0744
0.8522 -1.1150 0.1291
0.1437 1.0534 0.6780
-0.1135 -0.7180 0.0893
1.0166 0.5738 0.4842
0.0918 -0.7435 -0.4405
-0.3092 -0.7286 -0.1764
0.4379 -0.2077 0.1735
-0.1094 -0.0544 0.2463
-0.5010 -0.1843 -0.2762
-0.3065 0.4203 -0.2035
-0.0336 -0.2346 -0.4730
-0.5415 -2.8638 1.7824
0.0306 0.0243 -0.4420
-0.0323 0.1431 -0.3132
0.3949 0.0386 0.8930
0.7754 0.0715 -0.6060
0.3209 0.1619 -0.3643
0.6522 0.1404 -0.2287
-0.1214 0.1470 0.0733
-0.7201 -0.3167 -0.1520
-0.8975 -0.3581 0.4646
0.4472 0.3330 -0.6598
0.7230 0.7970 -0.0475
-0.5196 -0.1453 0.0116
0.1773 -0.0167 0.1730
-0.0691 0.0289 0.1019
-0.0417 -0.0337 -0.1250
-0.5357 -0.1261 -0.1916